<w>
{"formula": "C5H7NO4", "method": "ωB97M-V/def2-TZVPD", "elements": ["O", "C", "N", "C", "C", "C", "O", "C", "O", "H", "H", "H", "H", "H", "O", "H", "H"], "positions_angstrom": [[-1.809, -0.012, -1.281], [-0.750, -0.660, -1.239], [0.934, 0.400, -0.658], [0.901, 0.827, 0.719], [-0.423, 1.352, 1.209], [0.049, -0.002, 1.627], [-0.542, -1.197, 1.184], [-0.633, -1.658, -0.061], [-0.726, -2.848, -0.226], [0.782, 1.178, -1.299], [1.828, 1.247, 1.112], [-0.403, 2.136, 1.966], [-1.219, 1.441, 0.472], [0.375, -0.144, 2.656], [-0.358, -1.284, -2.386], [1.794, -0.088, -0.898], [0.201, -0.689, -2.897]], "smiles": "N[C@H]1C[C@H]1OC(=O)C(=O)O", "lumo_ev": 0.237, "homo_lumo_gap_ev": 9.709, "multiplicity": 1, "e_homo_ev": -9.472}


<x>
{"formula": "C5H7NO4", "method": "ωB97M-V/def2-TZVPD", "elements": ["O", "C", "C", "O", "C", "C", "N", "C", "O", "H", "H", "H", "H", "H", "O", "H", "H"], "positions_angstrom": [[2.804, 0.257, 0.636], [1.612, 0.628, 0.026], [0.804, -0.473, -0.645], [0.292, -1.348, 0.351], [-0.398, -0.122, 0.147], [-1.797, -0.140, -0.266], [-2.814, 0.547, -0.238], [0.350, 0.958, 0.927], [0.444, 0.828, 2.303], [2.688, -0.569, 1.120], [1.816, 1.467, -0.650], [0.892, -0.894, -1.647], [-0.042, 1.958, 0.709], [0.741, -0.059, 2.535], [-2.361, -1.102, -1.944], [-1.654, -1.765, -1.890], [-3.377, -0.171, -1.475]], "lumo_ev": -0.003, "homo_lumo_gap_ev": 9.715, "multiplicity": 1, "e_homo_ev": -9.718}


Most favorable structure: <w>. The second most favorable one is 4.771 eV above it.


<w>
{"formula": "C4H9NO2", "method": "ωB97M-V/def2-TZVPD", "elements": ["C", "C", "N", "C", "O", "O", "C", "H", "H", "H", "H", "H", "H", "H", "H", "H"], "positions_angstrom": [[-2.197, 0.776, 0.887], [-1.709, -0.513, 0.231], [-0.587, -0.282, -0.661], [0.688, -0.462, -0.215], [1.010, -1.059, 0.792], [1.567, 0.111, -1.069], [2.928, 0.000, -0.662], [-2.574, 1.482, 0.138], [-3.005, 0.581, 1.599], [-1.368, 1.257, 1.416], [-1.355, -1.217, 0.988], [-2.519, -0.999, -0.324], [-0.694, 0.386, -1.411], [3.496, 0.626, -1.351], [3.049, 0.351, 0.365], [3.269, -1.037, -0.722]], "smiles": "CCNC(=O)OC", "lumo_ev": 0.934, "homo_lumo_gap_ev": 10.695, "multiplicity": 1, "e_homo_ev": -9.761}


<x>
{"formula": "C4H9NO2", "method": "ωB97M-V/def2-TZVPD", "elements": ["O", "C", "C", "C", "C", "O", "N", "H", "H", "H", "H", "H", "H", "H", "H", "H"], "positions_angstrom": [[2.798, -1.212, -0.537], [1.672, -1.236, -0.126], [0.724, -0.066, -0.042], [-0.651, -0.407, 0.557], [-1.759, 0.396, -0.087], [-1.994, -0.150, -1.370], [1.329, 1.093, 0.646], [1.231, -2.148, 0.312], [0.494, 0.348, -1.025], [-0.993, -1.449, 0.610], [-0.547, -0.179, 1.626], [-2.639, 0.526, 0.540], [-1.334, 1.404, -0.210], [-2.280, 0.543, -1.954], [1.755, 1.693, -0.055], [2.194, 0.843, 1.116]], "smiles": "N[C@@H](C=O)CCO", "lumo_ev": 0.684, "homo_lumo_gap_ev": 10.372, "multiplicity": 1, "e_homo_ev": -9.688}


Most favorable structure: <w>. The second most favorable one is 1.740 eV above it.